No. 1
The following is a quantum chemistry calculation of a 2-piece molecular cluster, C5H7N overall at a distorted geometry, from OMol25.

Cartesian coordinates (Å):
C (0.497, 1.599, -0.589)
C (0.441, 0.787, -1.645)
C (0.633, -0.638, -1.632)
N (0.805, -1.780, -1.743)
H (0.649, 1.242, 0.423)
H (0.372, 2.668, -0.729)
H (0.269, 1.178, -2.642)
C (-0.001, -1.119, 1.488)
C (-1.191, -0.557, 1.313)
H (0.424, -1.819, 0.777)
H (0.587, -0.881, 2.371)
H (-1.630, 0.018, 2.122)
H (-1.773, -0.666, 0.399)

For the highest occupied orbital energy, the calculation gives -0.371 Ha. The energy relative to the best compared isomer or geometry (same formula, charge and spin) is 2.103 eV. The largest force on an atom comes out at 1.22 eV Å⁻¹. The LUMO energy comes out at 0.40 eV. The calculation puts the gap between HOMO and LUMO at 10.484 eV.



No. 2
The following is a quantum chemistry calculation of C20H31KN14OS2 as an isolated structure at a distorted geometry, from OMol25.

Cartesian coordinates (Å):
K (0.184, -0.762, 0.438)
C (-3.989, -1.367, 2.810)
C (-3.167, -0.403, 2.014)
N (-3.267, -0.244, 0.748)
N (-4.093, -1.119, 0.108)
C (-4.246, -1.071, -1.243)
N (-4.772, -2.216, -1.761)
S (-3.890, 0.234, -2.196)
C (-2.028, 0.317, 2.648)
C (-1.526, -0.039, 3.893)
C (-0.338, 0.539, 4.323)
C (0.291, 1.464, 3.516)
C (-0.313, 1.793, 2.306)
N (-1.432, 1.231, 1.879)
H (-3.631, -2.388, 2.653)
H (-5.037, -1.305, 2.512)
H (-3.942, -1.155, 3.874)
H (-4.275, -2.001, 0.571)
H (-4.628, -3.091, -1.281)
H (-4.804, -2.252, -2.765)
H (-2.007, -0.793, 4.496)
H (0.092, 0.242, 5.270)
H (1.224, 1.931, 3.800)
H (0.115, 2.535, 1.645)
C (4.314, 1.530, 2.256)
N (4.124, 0.123, 1.934)
C (3.958, -0.816, 3.027)
C (3.609, -0.232, 0.712)
N (2.963, -1.288, 0.430)
N (3.856, 0.697, -0.326)
C (2.797, 1.491, -0.773)
N (3.171, 2.290, -1.845)
N (1.677, 1.469, -0.182)
H (4.289, 1.642, 3.338)
H (3.516, 2.144, 1.835)
H (5.280, 1.909, 1.911)
H (4.545, -0.478, 3.877)
H (4.329, -1.799, 2.732)
H (2.909, -0.928, 3.325)
H (2.734, -1.837, 1.254)
H (4.752, 1.159, -0.312)
H (3.776, 1.826, -2.507)
H (2.397, 2.759, -2.291)
H (0.973, 2.052, -0.637)
O (0.640, -2.166, 2.379)
S (-0.588, -3.016, 2.212)
N (-1.557, -2.695, 1.161)
N (1.005, -3.783, -5.706)
C (0.810, -2.879, -4.687)
C (1.686, -2.798, -3.604)
C (1.422, -1.897, -2.589)
N (0.368, -1.078, -2.568)
C (-0.466, -1.167, -3.605)
C (-0.297, -2.029, -4.671)
H (1.921, -4.185, -5.806)
H (0.513, -3.628, -6.569)
H (2.561, -3.433, -3.546)
H (2.104, -1.827, -1.748)
H (-1.328, -0.510, -3.579)
H (-1.023, -2.040, -5.475)
N (-2.075, 2.785, -0.720)
C (-2.992, 3.718, -1.004)
C (-2.308, 4.861, -1.364)
C (-0.959, 4.497, -1.254)
N (-0.826, 3.235, -0.862)
H (-2.258, 1.851, -0.370)
H (-4.040, 3.491, -0.935)
H (-2.723, 5.806, -1.663)
H (-0.079, 5.090, -1.443)

For the highest occupied orbital energy, the calculation gives -0.290 Ha. The energy relative to the best compared isomer or geometry (same formula, charge and spin) is 0.313 eV. The largest force on an atom comes out at 1.46 eV Å⁻¹. The LUMO energy comes out at 0.36 eV. The calculation puts the gap between HOMO and LUMO at 8.250 eV.



No. 3
The following is a quantum chemistry calculation of C5H12O as an isolated structure, from OMol25.

Cartesian coordinates (Å):
C (2.724, -0.138, 0.086)
C (1.309, 0.213, 0.422)
O (0.385, -0.390, -0.305)
C (-0.901, -0.075, -0.273)
C (-1.716, -0.818, -1.290)
C (-1.531, 0.259, 1.048)
H (2.849, -0.244, -0.995)
H (3.074, -1.067, 0.558)
H (3.392, 0.662, 0.420)
H (1.045, 0.474, 1.444)
H (0.526, 1.768, -0.292)
H (-0.231, 1.665, -0.604)
H (-2.595, -0.229, -1.568)
H (-2.084, -1.784, -0.911)
H (-1.133, -1.009, -2.194)
H (-1.141, 1.181, 1.492)
H (-1.375, -0.553, 1.776)
H (-2.609, 0.380, 0.915)

For the highest occupied orbital energy, the calculation gives -0.260 Ha. The energy relative to the best compared isomer or geometry (same formula, charge and spin) is 4.145 eV. The largest force on an atom comes out at 0.20 eV Å⁻¹. The LUMO energy comes out at 1.10 eV. The calculation puts the gap between HOMO and LUMO at 8.174 eV.



No. 4
The following is a quantum chemistry calculation of a 2-piece molecular cluster, CH3ClN2O2 overall at a distorted geometry, from OMol25.

Cartesian coordinates (Å):
C (1.465, -0.189, 0.003)
N (0.577, 0.913, 0.008)
N (-0.631, 0.915, 0.010)
O (-1.448, 1.753, 0.022)
O (-1.702, -0.824, -0.021)
Cl (-3.383, -1.193, -0.011)
H (1.636, -0.525, -1.023)
H (2.407, 0.169, 0.420)
H (1.079, -1.019, 0.594)

For the highest occupied orbital energy (spin up / spin down), the calculation gives -0.341 / -0.341 Ha. The energy relative to the best compared isomer or geometry (same formula, charge and spin) is 4.991 eV. The largest force on an atom comes out at 2.31 eV Å⁻¹. The LUMO energy (spin up / spin down) comes out at -2.25 / -2.25 eV. The calculation puts the gap between HOMO and LUMO (spin up / spin down) at 7.026 / 7.023 eV.



No. 5
The following is a quantum chemistry calculation of a 2-piece molecular cluster, C2H9N4 overall at a distorted geometry, from OMol25.

Cartesian coordinates (Å):
C (1.727, 0.125, 0.487)
C (-2.202, 0.610, 0.448)
N (1.359, 1.131, -0.212)
N (1.103, -1.004, 0.478)
N (-0.394, -0.298, -1.162)
N (0.174, -1.311, -0.552)
H (2.492, 0.333, 1.105)
H (-1.983, 0.898, 1.445)
H (-2.808, 1.184, -0.268)
H (-2.163, -0.453, 0.421)
H (1.865, 1.963, -0.268)
H (1.583, -1.649, 1.071)
H (-1.099, -0.273, -1.832)
H (0.536, 0.931, -0.859)
H (-0.190, -2.184, -0.302)

For the highest occupied orbital energy (spin up / spin down), the calculation gives -0.455 / -0.467 Ha. As for the charge: +1. The energy relative to the best compared isomer or geometry (same formula, charge and spin) is 6.995 eV. The largest force on an atom comes out at 3.70 eV Å⁻¹. The LUMO energy (spin up / spin down) comes out at -4.22 / -3.47 eV. The calculation puts the gap between HOMO and LUMO (spin up / spin down) at 8.153 / 9.238 eV.



No. 6
The following is a quantum chemistry calculation of a 2-piece molecular cluster, C9H15BrO6S overall at a distorted geometry, from OMol25.

Cartesian coordinates (Å):
C (-2.210, -0.844, -3.073)
C (-1.167, -0.986, -2.501)
C (0.042, -1.040, -1.637)
O (-0.080, -1.899, -0.496)
S (0.258, -3.499, -0.800)
O (-0.632, -3.965, -1.836)
O (1.782, -3.395, -1.447)
C (1.845, -3.680, -2.844)
C (3.194, -3.071, -3.336)
O (3.693, -2.199, -2.728)
Br (4.008, -3.738, -4.984)
H (-2.991, -0.565, -3.746)
H (0.207, -0.029, -1.243)
H (0.904, -1.258, -2.280)
H (1.901, -4.765, -2.988)
H (1.064, -3.199, -3.443)
C (-0.636, 3.841, 3.787)
O (-1.485, 2.710, 3.690)
C (-2.144, 2.619, 2.435)
C (-1.482, 1.599, 1.530)
O (-0.175, 2.009, 1.148)
C (0.846, 1.358, 1.888)
H (-0.010, 3.715, 4.670)
H (0.009, 3.940, 2.912)
H (-1.233, 4.751, 3.908)
H (-2.186, 3.598, 1.946)
H (-3.171, 2.298, 2.634)
H (-2.071, 1.507, 0.612)
H (-1.456, 0.616, 2.011)
H (0.950, 0.323, 1.545)
H (0.642, 1.366, 2.961)
H (1.784, 1.882, 1.707)

For the highest occupied orbital energy, the calculation gives -0.342 Ha. The largest force on an atom comes out at 1.81 eV Å⁻¹. The LUMO energy comes out at 0.53 eV. The calculation puts the gap between HOMO and LUMO at 9.840 eV.



Computed E (eV) in order:
-6786.40982; -82148.41608; -7423.16681; -20675.97411; -8167.83094; -102734.14544